[1]
Formula: C4H24NO8
Source: the OMol25 dataset
Level of theory: ωB97M-V with the def2-TZVPD basis set

XYZ file:
```
37
Properties=species:S:1:pos:R:3:forces:R:3
C 1.543 -2.944 -0.431 0.425 1.846 0.187
C 0.531 -1.787 -0.508 -0.415 -0.935 -0.746
C -0.708 -1.899 -0.013 0.602 -0.149 0.476
C 2.107 -0.410 -1.955 -1.666 2.910 1.635
N 0.836 -0.666 -1.301 1.887 -1.115 -0.703
H 1.216 -3.612 0.335 -0.085 -0.357 0.673
H 1.661 -3.566 -1.316 -0.106 0.433 -0.352
H 2.523 -2.488 -0.149 -0.520 -0.681 -0.172
H -1.466 -1.136 -0.166 0.142 -0.218 -0.142
H -0.928 -2.787 0.566 -0.278 0.147 -0.014
H 1.810 0.407 -2.615 0.541 -0.557 -0.825
H 2.700 -1.192 -2.397 -0.531 -0.569 -0.088
H 0.435 0.200 -1.008 -0.575 0.201 -0.062
H -0.778 2.223 1.307 -0.044 0.433 0.922
H -1.973 1.519 2.502 0.614 1.567 -0.669
O -1.196 2.208 2.458 -0.352 -2.387 0.564
H 0.716 1.786 0.293 -1.814 2.050 0.161
H 0.338 3.249 0.343 -0.918 -0.667 -0.132
O -0.166 2.399 0.281 1.581 -1.022 -0.168
H 2.756 1.573 -0.196 -0.292 1.296 0.450
H 3.866 -0.061 -1.257 0.084 0.702 0.726
O 3.012 0.337 -1.015 0.807 -2.318 -1.191
H -0.598 1.496 2.938 -0.010 1.460 -0.425
H 2.675 3.125 0.447 0.384 -0.269 -0.073
O 2.209 2.310 0.248 0.884 -0.905 -0.204
H 0.282 -0.125 4.255 -0.068 -0.156 -0.096
H -0.196 -0.458 2.782 -0.060 -0.314 0.226
O 0.165 0.221 3.365 0.329 0.175 -0.084
H -3.560 1.645 -1.030 -0.788 0.188 1.162
H -2.971 0.678 -1.812 -0.405 -1.638 1.029
O -3.473 0.683 -0.944 1.273 1.314 -1.751
H -3.107 -0.516 2.296 0.258 0.310 0.394
H -2.500 0.024 1.052 0.132 0.523 0.264
O -2.382 0.076 2.027 -1.140 -1.312 -0.889
H -1.060 -0.657 -3.062 0.240 0.506 0.335
H -2.310 -1.351 -3.354 -0.513 0.642 0.314
O -2.009 -0.505 -2.967 0.399 -1.135 -0.733
```
Positions in Å, forces in eV/Å.

Output
* LUMO level: -2.58 eV
* total charge: +1
* maximum force: 0.0725 Eh/bohr
* ΔE to the lowest compared entry with this formula, charge and spin: 46.8 kcal per mole

[2]
Formula: C4H24O8
Source: the OMol25 dataset
Level of theory: ωB97M-V with the def2-TZVPD basis set

XYZ file:
```
36
Properties=species:S:1:pos:R:3:forces:R:3
C -4.172 0.174 1.918 0.737 0.167 1.549
O -5.358 0.085 1.217 -1.063 -0.272 -1.086
H -4.219 -0.137 2.961 -0.525 -0.057 0.261
H -3.376 -0.473 1.549 0.022 0.224 -0.703
H -3.890 1.226 1.968 0.467 -0.032 -0.290
H -6.104 -0.275 1.703 0.384 -0.040 0.260
C 3.011 1.228 -3.408 -0.097 -0.068 0.518
O 2.294 1.404 -2.182 0.044 -0.006 -0.559
H 2.399 0.725 -4.155 -0.087 -0.025 -0.164
H 3.300 2.209 -3.787 0.130 -0.130 0.056
H 3.872 0.598 -3.183 0.275 0.212 -0.399
H 2.451 0.595 -1.690 -0.072 -0.050 0.638
C 0.585 1.134 4.648 -0.768 -0.407 -1.742
O 0.573 -0.115 5.285 0.936 -0.143 1.835
H 1.419 1.793 4.892 0.219 -0.663 0.567
H 0.673 0.891 3.589 0.030 0.648 -0.409
H -0.319 1.729 4.776 -0.243 -0.110 0.238
H -0.063 -0.773 4.995 -0.177 0.666 -0.508
C 0.000 -0.010 -0.019 -1.029 -1.986 -0.903
O -0.329 -1.388 -0.456 -0.522 0.579 1.417
H 0.596 -0.090 0.890 0.525 0.251 -0.504
H 0.410 0.442 -0.922 0.402 0.619 0.755
H -0.934 0.475 0.265 -0.059 0.086 -0.217
H -0.035 -1.551 -1.355 0.343 0.730 0.265
O -1.345 -3.842 0.530 -0.136 -0.766 0.182
H -2.145 -3.384 0.274 -0.075 0.195 -0.051
H -0.640 -3.231 0.313 0.132 0.595 -0.062
O 0.677 -1.603 -2.902 0.356 -0.133 -0.303
H -0.037 -2.227 -3.033 -0.185 -0.450 -0.308
H 0.479 -0.882 -3.500 -0.026 0.371 -0.177
O 0.466 3.558 -2.604 -0.376 0.395 -0.050
H 0.546 3.600 -3.557 -0.037 0.089 -0.197
H 1.031 2.830 -2.347 0.367 -0.456 0.265
O 2.674 -1.212 -0.748 0.260 0.352 -0.079
H 3.126 -1.947 -0.334 0.179 -0.080 0.215
H 2.383 -1.556 -1.593 -0.333 -0.304 -0.310
```
Positions in Å, forces in eV/Å.

Output
* LUMO level: -0.07 eV
* maximum force: 0.0469 Eh/bohr
* ΔE to the lowest compared entry with this formula, charge and spin: 63.7 kcal per mole
* SMILES: CO.CO.CO.CO.O.O.O.O

[3]
Formula: C4H25N2O8
Source: the OMol25 dataset
Level of theory: ωB97M-V with the def2-TZVPD basis set

XYZ file:
```
39
Properties=species:S:1:pos:R:3:forces:R:3
C -0.208 1.407 0.919 -1.498 -0.906 0.203
C -0.781 0.841 2.246 1.732 0.602 0.738
C -0.310 -0.634 2.655 -1.002 1.128 -1.039
O 0.849 -1.069 2.015 0.129 0.586 -0.690
N -0.977 0.760 -0.193 0.897 0.301 0.140
C -0.491 1.254 -1.540 -0.544 -0.613 0.610
N -0.168 0.232 -2.516 0.083 -0.117 0.055
H -0.394 2.460 0.826 -0.482 0.778 0.317
H 0.887 1.388 0.867 0.001 -0.834 -0.144
H -0.535 1.531 3.049 0.685 0.153 0.192
H -1.849 0.959 2.262 -0.721 -0.532 -0.478
H -0.087 -0.713 3.736 -0.796 0.015 -0.476
H -1.169 -1.210 2.262 0.288 -0.576 0.905
H -0.838 -0.243 -0.061 0.178 0.051 -0.729
H -1.284 1.899 -1.965 0.604 -0.126 0.398
H 0.416 1.809 -1.290 -0.080 0.319 -0.595
H -0.706 -0.628 -2.391 0.145 0.350 -0.004
H 0.812 -0.005 -2.452 -0.073 -0.314 0.110
H 0.765 -2.675 0.564 -0.177 -0.453 -0.456
H 0.640 -1.204 0.998 0.459 -0.093 0.888
O 0.475 -2.129 -0.181 -0.170 0.433 0.519
H -0.711 -2.881 -0.833 -0.082 -0.550 -0.618
H -2.157 -3.338 -0.705 0.140 -0.245 -0.499
O -1.417 -3.435 -1.328 -0.283 0.628 0.897
H 4.106 -1.729 -1.535 0.139 -0.159 -0.649
H 3.812 -0.406 -2.076 0.402 0.008 -0.328
O 4.516 -1.070 -2.143 -0.465 0.252 0.742
H -2.861 1.161 -0.538 0.386 0.367 -0.194
H -4.342 1.415 -0.931 0.171 0.095 -0.077
O -3.447 1.745 -1.076 -0.740 -0.597 0.260
H 3.552 0.574 2.755 -0.190 -0.325 -0.308
H 2.067 -0.039 2.696 0.519 -0.125 -0.347
O 2.688 0.557 3.168 -0.194 0.471 0.622
H 1.636 -2.422 -0.987 0.996 -0.513 -0.144
H 2.282 -3.047 -2.292 0.215 -0.045 0.023
O 2.543 -2.796 -1.400 -0.845 0.326 0.085
H -3.032 3.540 -1.238 0.404 0.084 0.199
H -1.881 3.888 -0.314 0.003 -0.048 0.011
O -2.401 4.255 -1.034 -0.235 0.221 -0.141
```
Positions in Å, forces in eV/Å.

Output
* LUMO level: 2.77 eV
* total charge: -1
* maximum force: 0.0384 Eh/bohr
* ΔE to the lowest compared entry with this formula, charge and spin: 22.0 kcal per mole

[4]
Formula: C4H25N2O8
Source: the OMol25 dataset
Level of theory: ωB97M-V with the def2-TZVPD basis set

XYZ file:
```
39
Properties=species:S:1:pos:R:3:forces:R:3
O 2.078 0.863 0.155 1.621 0.257 -0.901
C 0.868 0.866 0.469 -1.680 -0.301 -0.247
N 0.480 0.994 1.824 -1.743 -0.264 -0.471
C -0.849 1.655 1.986 2.094 0.676 0.904
C -0.244 0.390 -0.445 -1.448 -0.866 3.795
N 0.220 -0.579 -1.523 -0.453 1.302 -1.547
C -0.409 -0.185 -2.829 1.010 1.320 -1.595
H 1.263 1.215 2.422 -0.326 0.490 -0.025
H -1.713 1.019 2.034 -0.194 -0.719 -0.396
H -0.824 2.127 2.955 -0.104 0.436 0.566
H -0.975 2.445 1.240 -0.117 -0.148 -0.092
H -0.988 -0.173 0.280 1.221 0.762 -1.479
H -0.916 1.148 -0.899 0.779 -0.181 -0.419
H 0.004 -1.563 -1.368 0.316 0.171 0.568
H 1.241 -0.388 -1.660 0.095 -0.408 0.616
H 0.381 0.168 -3.548 -0.345 -0.113 0.960
H -1.097 0.723 -2.739 0.477 -1.806 0.123
H -0.740 -1.070 -3.347 -0.996 -0.130 0.105
H -2.605 -1.301 2.262 -0.160 -1.123 -0.190
H -3.053 -2.815 2.374 -0.010 0.499 0.173
O -2.945 -2.078 1.758 -0.333 0.472 -0.064
H -0.189 -2.013 2.777 -0.271 -0.094 -0.202
H -0.192 -0.710 3.424 -0.409 0.474 -0.352
O -0.824 -1.310 2.994 1.084 -0.410 0.805
H 3.394 0.676 -1.947 -0.119 -0.341 -0.045
H 3.067 -0.441 -3.082 0.643 0.373 0.078
O 2.743 0.085 -2.347 -0.565 -0.291 -0.372
H 2.307 -3.819 1.589 0.128 0.117 0.155
H 1.245 -3.136 0.789 -0.344 0.163 0.101
O 1.959 -2.939 1.405 0.190 -0.256 -0.027
H -0.744 3.932 -1.786 -0.025 -0.043 0.316
H -1.828 4.087 -0.669 0.178 0.019 -0.217
O -1.302 3.446 -1.160 -0.132 0.047 -0.149
H -1.378 -3.850 0.250 0.004 0.074 0.147
H -1.285 -2.752 1.316 -0.220 -0.123 -0.409
O -0.755 -3.431 0.854 0.165 -0.064 -0.306
H 1.047 2.281 -2.058 0.483 0.275 0.359
H 2.042 3.328 -1.488 -0.153 -0.402 0.197
O 1.518 3.103 -2.263 -0.339 0.157 -0.463
```
Positions in Å, forces in eV/Å.

Output
* multiplicity: 2
* LUMO level (spin up / spin down): 0.30 / 0.20 eV
* maximum force: 0.0808 Eh/bohr
* ΔE to the lowest compared entry with this formula, charge and spin: 64.6 kcal per mole

What is the ΔE to the lowest compared entry with this formula, charge and spin in the third record? 22.0 kcal per mole

What is the formula in the second record? C4H24O8

The highest maximum force belongs to which entry? number 4

Look up the ΔE to the lowest compared entry with this formula, charge and spin of the first one. 46.8 kcal per mole